(1)
Here is a gas-phase ion, BrH2NO2P (charge -1) at a distorted geometry from the Open Molecules 2025 dataset. Energies are from ωB97M-V/def2-TZVPD.

Its charge is -1. As for the SMILES: N[P@](=O)([O-])Br. As for the spin multiplicity: 1. As for the highest occupied orbital energy: -5.4 eV. The calculation puts the HOMO-LUMO gap at 0.33707 Ha.

The geometry in XYZ format:
```
7
Properties=species:S:1:pos:R:3:forces:R:3:nbo_charge:R:1
N -0.016 -0.383 -1.127 -0.6 1.3 0.0 -1.1872
P -0.273 -0.315 0.521 0.0 -0.7 1.4 2.2940
O 0.509 -1.377 1.167 0.7 -0.1 0.0 -1.1330
O -1.615 0.034 0.949 -1.6 0.7 -0.1 -1.1318
Br 1.020 1.779 1.013 -0.2 -0.4 -0.2 -0.6211
H -0.588 0.388 -1.572 1.4 -0.9 0.6 0.3872
H 0.962 -0.127 -0.950 0.2 0.2 -1.8 0.3918
```
Forces are in eV/Å.

=====

(2)
Here is a gas-phase ion, C4H7N2S (charge +1) at a distorted geometry from the Open Molecules 2025 dataset. Energies are from ωB97M-V/def2-TZVPD.

Its charge is +1. As for the spin multiplicity: 1. As for the highest occupied orbital energy: -13.6 eV. The calculation puts the HOMO-LUMO gap at 0.37046 Ha.

The geometry in XYZ format:
```
14
Properties=species:S:1:pos:R:3:forces:R:3:nbo_charge:R:1
C 0.991 -1.459 0.127 -1.7 0.3 0.1 -0.0227
C 2.281 -1.331 0.115 3.4 -0.5 0.1 -0.3986
C 1.075 0.809 0.050 -1.0 0.9 -0.5 0.2939
C -1.294 -0.368 -0.107 2.6 1.8 -2.4 -0.3845
N 0.267 -0.277 0.055 -1.4 0.0 -0.6 -0.3332
N 0.766 2.148 0.077 -0.4 -1.2 -0.1 -0.7696
S 2.722 0.339 -0.093 -0.1 -0.1 0.6 0.5067
H 0.439 -2.341 0.240 -0.6 -1.1 0.1 0.2451
H 3.063 -2.119 0.285 -1.0 1.0 -0.4 0.2951
H -1.541 0.513 -0.701 -0.1 -0.2 -0.3 0.2189
H -1.761 -1.242 -0.565 1.1 -0.2 0.1 0.2603
H -1.649 -0.167 0.811 -1.5 0.2 3.3 0.2192
H -0.157 2.601 0.032 0.7 -0.9 0.0 0.4406
H 1.547 2.774 0.197 -0.1 0.1 -0.1 0.4288
```
Forces are in eV/Å.

=====

(3)
Here is 2 unconnected molecules or ions with the total composition C10H10N3S at a distorted geometry from the Open Molecules 2025 dataset. Energies are from ωB97M-V/def2-TZVPD.

Its charge is +1. As for the spin multiplicity: 1. As for the highest occupied orbital energy: -11.7 eV. The calculation puts the HOMO-LUMO gap at 0.28875 Ha.

The geometry in XYZ format:
```
24
Properties=species:S:1:pos:R:3:forces:R:3:nbo_charge:R:1
S 5.695 1.701 1.783 0.3 0.1 -0.1 0.3122
C 4.762 2.244 0.699 -0.2 -0.2 0.0 0.2001
N 3.929 2.628 -0.133 -0.4 0.2 0.6 -0.5236
C 2.604 2.519 0.290 2.0 -0.2 -0.9 0.6032
N 1.893 3.455 0.891 -0.6 -0.7 -0.1 -0.4768
C 0.637 2.898 1.155 -0.1 0.8 0.4 -0.0562
C 0.641 1.646 0.706 0.2 -0.9 -0.4 -0.0519
N 1.905 1.407 0.147 -1.3 0.6 0.6 -0.4787
H 2.246 4.376 1.100 -0.1 0.1 0.0 0.4656
H -0.152 3.417 1.664 0.0 0.2 0.0 0.2657
H -0.126 0.895 0.741 0.0 -0.1 -0.1 0.2725
H 2.214 0.547 -0.276 0.2 0.0 -0.1 0.4650
C -1.107 -1.649 -1.296 0.0 0.0 0.1 -0.2313
C -1.115 -3.036 -1.237 0.1 0.0 0.0 -0.2096
C -2.194 -3.697 -0.667 0.0 0.0 0.0 -0.1990
C -3.267 -2.973 -0.164 0.0 0.0 0.0 -0.2024
C -3.261 -1.587 -0.226 0.0 0.0 0.0 -0.1972
C -2.178 -0.925 -0.788 0.1 0.1 0.0 -0.2369
H -0.264 -1.131 -1.742 0.0 0.0 -0.1 0.1952
H -0.283 -3.601 -1.636 0.0 0.0 0.0 0.2181
H -2.199 -4.778 -0.616 0.0 0.0 0.0 0.2235
H -4.109 -3.491 0.275 0.0 0.0 0.0 0.2237
H -4.098 -1.024 0.164 0.0 0.0 0.0 0.2182
H -2.173 0.158 -0.834 -0.1 0.0 -0.1 0.2007
```
Forces are in eV/Å.

=====

(4)
Here is C4H4N2O in the gas phase at a distorted geometry from the Open Molecules 2025 dataset. Energies are from ωB97M-V/def2-TZVPD.

Its charge is 0. As for the SMILES: N#CCOCC#N. As for the spin multiplicity: 1. As for the highest occupied orbital energy: -11.8 eV. The calculation puts the HOMO-LUMO gap at 0.45062 Ha.

The geometry in XYZ format:
```
11
Properties=species:S:1:pos:R:3:forces:R:3:nbo_charge:R:1
N 2.566 0.461 0.936 -0.7 -0.4 -0.8 -0.2722
C 1.792 0.060 0.177 0.7 0.4 0.7 0.2308
C 0.829 -0.479 -0.807 0.2 0.0 -0.1 -0.1693
O -0.294 -1.068 -0.195 0.0 0.0 0.0 -0.4849
C -1.373 -0.194 0.013 -0.2 0.1 0.0 -0.1635
C -1.097 0.888 0.982 0.2 0.8 0.7 0.2207
N -0.895 1.758 1.716 -0.2 -0.9 -0.7 -0.2671
H 1.326 -1.267 -1.380 0.0 0.1 0.1 0.2399
H 0.538 0.321 -1.501 0.1 -0.1 0.1 0.2130
H -1.692 0.272 -0.930 0.0 0.0 0.1 0.2096
H -2.197 -0.805 0.391 0.1 0.1 0.0 0.2431
```
Forces are in eV/Å.

=====

(5)
Here is a molecular structure, C6H10N3S at a distorted geometry from the Open Molecules 2025 dataset. Energies are from ωB97M-V/def2-TZVPD.

Its charge is +1. As for the spin multiplicity: 1. As for the highest occupied orbital energy: -12.5 eV. The calculation puts the HOMO-LUMO gap at 0.30967 Ha.

The geometry in XYZ format:
```
20
Properties=species:S:1:pos:R:3:forces:R:3:nbo_charge:R:1
C 2.979 1.144 0.416 0.8 -0.3 -0.5 -0.2707
C 1.560 1.181 0.194 1.2 2.9 1.9 -0.2133
C 3.444 -0.087 0.155 2.2 -2.0 -0.7 -0.3807
C 1.034 -0.019 -0.101 -0.4 -1.2 0.2 -0.3229
C -1.322 0.279 -0.875 -1.2 0.6 -0.4 -0.2847
C -0.350 -0.512 -0.018 0.2 -4.1 -5.4 -0.0391
N -2.139 -1.361 0.822 -4.3 -2.4 0.1 -0.2178
N -1.074 -0.808 1.142 1.6 2.9 3.3 -0.2733
N -2.650 -0.262 -0.700 -0.3 1.7 0.9 -0.6142
S 2.277 -1.175 -0.406 -0.4 -0.3 0.7 0.5118
H 3.771 1.863 0.671 -1.3 0.4 0.0 0.2579
H 1.160 2.174 0.486 -0.8 -1.0 -0.5 0.2427
H 4.488 -0.508 0.188 -1.2 0.9 0.0 0.2611
H -1.085 0.281 -1.897 0.9 -0.8 -1.4 0.2492
H -1.272 1.327 -0.731 -0.3 1.2 1.1 0.2200
H -0.568 -1.707 -0.794 1.4 3.1 2.7 0.2179
H -3.055 -1.376 1.427 2.7 0.6 -0.6 0.4224
H -0.955 -0.034 1.889 -0.7 -1.4 -1.0 0.3873
H -2.946 -0.905 -1.430 -0.3 0.2 0.3 0.4261
H -3.297 0.504 -0.438 0.0 -1.1 -0.6 0.4202
```
Forces are in eV/Å.

=====

(6)
Here is a molecular structure, C8H13ClNO5RuSSeSi from the Open Molecules 2025 dataset. Energies are from ωB97M-V/def2-TZVPD.

Its charge is 0. As for the spin multiplicity: 6. As for the highest occupied orbital energy (alpha / beta): -8.5 / -8.7 eV. The calculation puts the HOMO-LUMO gap (alpha / beta) at 0.30788 / 0.25635 Ha.

The geometry in XYZ format:
```
32
Properties=species:S:1:pos:R:3:forces:R:3:nbo_charge:R:1
Ru -1.055 -1.207 0.478 0.1 0.1 0.1 1.3301
O -0.730 -5.021 0.704 0.0 0.0 0.0 -0.7747
Cl -1.664 -4.004 1.008 0.0 -0.1 0.0 2.5312
O -2.867 -4.503 1.559 0.0 0.0 0.0 -0.7735
O -1.053 -3.010 1.924 0.0 0.1 0.0 -0.8654
O -1.957 -3.201 -0.207 0.0 0.0 -0.1 -0.8713
O -2.298 -0.222 -0.957 0.0 0.0 0.0 -0.6061
N -2.981 0.858 -0.603 0.1 -0.1 0.0 0.0189
C -3.654 1.488 -1.593 0.0 0.0 0.0 0.0340
C -4.394 2.606 -1.338 0.0 0.0 0.0 -0.2533
C -4.447 3.089 -0.028 0.0 0.0 0.0 -0.1609
C -3.759 2.435 0.960 0.0 0.0 0.0 -0.2240
C -2.997 1.289 0.682 -0.1 0.0 0.0 0.0343
S -2.143 0.451 1.919 0.0 0.0 0.0 -0.1741
H -3.539 1.022 -2.558 0.0 0.0 0.0 0.2434
H -4.923 3.089 -2.146 0.0 0.0 0.0 0.2374
H -5.027 3.971 0.208 0.0 0.0 0.0 0.2303
H -3.779 2.779 1.984 0.0 0.0 0.0 0.2413
C 3.655 1.461 0.655 0.0 0.0 0.0 -1.1324
Si 3.434 -0.220 -0.117 0.1 0.0 0.0 1.5453
C 3.887 -0.213 -1.924 -0.1 0.0 0.0 -1.1317
C 4.355 -1.539 0.821 0.0 0.0 0.0 -1.1330
Se 1.203 -0.759 -0.025 -0.1 -0.1 -0.1 -0.5731
H 4.709 1.747 0.619 0.0 0.0 0.0 0.2423
H 3.337 1.459 1.698 0.0 0.0 0.0 0.2497
H 3.076 2.217 0.124 0.0 0.0 0.0 0.2476
H 4.947 0.024 -2.043 0.0 0.0 0.0 0.2429
H 3.307 0.530 -2.472 0.0 0.0 0.0 0.2478
H 3.702 -1.188 -2.376 0.0 0.0 0.0 0.2510
H 5.429 -1.337 0.786 0.0 0.0 0.0 0.2422
H 4.177 -2.523 0.388 0.0 0.0 0.0 0.2528
H 4.045 -1.568 1.866 0.0 0.0 0.0 0.2510
```
Forces are in eV/Å.

=====

(7)
Here is C24H32FN5O2 in the gas phase from the Open Molecules 2025 dataset. Energies are from ωB97M-V/def2-TZVPD.

Its charge is 0. As for the SMILES: CCN(CC)c1ccc(NC(=O)CN2CCN(CC(=O)Nc3ccccc3F)CC2)cc1. As for the spin multiplicity: 1. As for the highest occupied orbital energy: -8.1 eV. The calculation puts the HOMO-LUMO gap at 0.31855 Ha.

The geometry in XYZ format:
```
64
Properties=species:S:1:pos:R:3:forces:R:3:nbo_charge:R:1
C -7.664 -0.469 0.471 0.0 0.1 -0.2 -0.6164
C -7.492 0.671 -0.525 -0.1 -0.1 0.2 -0.2011
N -6.272 1.416 -0.258 -0.2 0.1 0.0 -0.4739
C -6.156 2.603 -1.094 0.1 0.2 0.0 -0.1974
C -5.052 3.539 -0.621 -0.2 -0.1 -0.2 -0.6160
C -5.086 0.626 -0.247 0.2 -0.1 0.2 0.1350
C -4.175 0.828 0.785 0.0 -0.1 -0.1 -0.2074
C -3.010 0.092 0.851 0.1 -0.1 -0.1 -0.2530
C -2.729 -0.874 -0.113 -0.3 0.1 -0.2 0.2204
N -1.541 -1.598 0.011 0.1 0.2 0.4 -0.6391
C -0.994 -2.513 -0.824 0.3 0.0 0.2 0.6700
O -1.466 -2.906 -1.867 -0.1 -0.1 -0.2 -0.6063
C 0.327 -3.057 -0.270 0.0 0.0 -0.1 -0.3089
N 0.990 -2.084 0.578 0.1 -0.2 0.0 -0.4612
C 1.971 -2.674 1.473 0.0 0.1 0.3 -0.2202
C 2.507 -1.599 2.415 0.0 -0.3 -0.1 -0.2183
N 3.138 -0.552 1.632 -0.1 0.0 0.2 -0.4621
C 3.826 0.446 2.426 0.0 0.1 0.1 -0.3085
C 4.900 1.164 1.604 -0.2 -0.2 0.0 0.6752
O 5.300 2.273 1.878 0.1 0.3 0.1 -0.6020
N 5.341 0.386 0.584 -0.1 -0.5 -0.2 -0.6237
C 6.291 0.663 -0.390 0.2 0.1 -0.2 0.0697
C 7.074 1.814 -0.412 0.0 0.0 0.1 -0.2213
C 8.003 2.004 -1.420 0.1 0.0 -0.1 -0.2088
C 8.173 1.061 -2.419 0.0 0.1 0.0 -0.2144
C 7.404 -0.091 -2.417 -0.2 -0.1 0.1 -0.2923
C 6.480 -0.271 -1.411 0.1 0.1 0.0 0.4190
F 5.715 -1.395 -1.401 0.1 0.1 0.1 -0.3440
C 2.160 0.041 0.735 -0.1 -0.1 -0.3 -0.2323
C 1.623 -1.033 -0.204 0.0 0.3 0.1 -0.2362
C -3.636 -1.084 -1.147 0.1 -0.2 -0.1 -0.2523
C -4.797 -0.338 -1.209 -0.1 0.3 0.2 -0.2334
H -8.637 -0.935 0.335 -0.1 -0.1 0.0 0.2109
H -7.594 -0.084 1.485 0.0 0.0 0.1 0.2118
H -6.893 -1.224 0.335 0.0 -0.1 0.0 0.2120
H -7.538 0.279 -1.556 0.0 0.1 0.0 0.1586
H -8.322 1.375 -0.408 0.1 -0.1 -0.1 0.1963
H -7.114 3.128 -1.041 0.0 -0.1 -0.1 0.1937
H -5.978 2.334 -2.151 -0.1 0.0 0.1 0.1619
H -4.076 3.070 -0.718 0.1 0.0 0.0 0.2119
H -5.211 3.807 0.420 0.0 0.1 0.1 0.2072
H -5.063 4.446 -1.221 0.1 0.1 -0.1 0.2121
H -4.396 1.566 1.540 -0.1 0.1 0.1 0.2237
H -2.311 0.257 1.660 0.1 0.0 0.1 0.2035
H -0.962 -1.378 0.816 0.0 -0.1 -0.2 0.4207
H 0.079 -3.939 0.329 0.0 0.0 0.0 0.2237
H 0.947 -3.391 -1.115 -0.1 0.0 0.0 0.2041
H 1.487 -3.460 2.058 0.0 0.0 0.0 0.2075
H 2.813 -3.116 0.916 0.0 0.0 0.0 0.1760
H 3.252 -2.040 3.081 0.0 0.0 0.0 0.2081
H 1.677 -1.205 3.025 0.0 0.0 0.0 0.1722
H 3.155 1.203 2.859 0.1 0.0 -0.1 0.2044
H 4.343 -0.049 3.253 0.0 0.0 0.0 0.2261
H 4.845 -0.500 0.499 0.1 0.2 0.1 0.4366
H 6.940 2.548 0.365 0.0 0.0 0.0 0.2561
H 8.601 2.902 -1.421 0.0 0.1 0.0 0.2174
H 8.901 1.217 -3.199 0.1 0.0 -0.1 0.2172
H 7.509 -0.845 -3.181 0.0 -0.1 -0.1 0.2298
H 2.640 0.832 0.155 0.0 0.0 0.0 0.2161
H 1.322 0.486 1.299 0.1 0.0 0.0 0.1749
H 0.883 -0.599 -0.879 0.0 0.0 0.0 0.2168
H 2.453 -1.435 -0.809 -0.1 0.0 0.0 0.1814
H -3.422 -1.827 -1.897 0.0 0.0 0.0 0.2527
H -5.484 -0.513 -2.023 -0.1 0.0 -0.1 0.2157
```
Forces are in eV/Å.

=====

no.,M (Da)
1,158.90
2,115.18
3,204.28
4,96.09
5,156.23
6,478.83
7,441.55